1.
35
Properties=species:S:1:pos:R:3:lowdin_charge:R:1 method="wB97M-V/def2-TZVPD" total_charge=-1 energy_ha=-1510.54213 e_above_lowest_kj_mol=41.0 multiplicity=1 fmax_ev_per_a=2.975
Cl 1.3946 -1.6068 0.6095 -0.399
C -0.1061 -2.7969 -3.5425 -0.006
C -1.3611 -2.5504 -2.6772 -0.556
O -2.5034 -2.7426 -3.1484 -0.028
N -1.1523 -2.1247 -1.4336 0.000
C -2.2099 -1.7129 -0.4731 -0.068
H -0.3511 -2.9122 -4.5983 0.070
H 0.3496 -3.7110 -3.1619 0.077
H 0.5540 -1.9355 -3.4406 0.069
H -0.2010 -2.0240 -1.1095 -0.018
H -2.9537 -2.4996 -0.3466 0.078
H -2.7466 -0.8163 -0.7828 0.065
H -1.6648 -1.4631 0.4372 0.045
C 2.5915 2.4853 -0.1458 -0.005
C 1.3877 2.3566 -1.0737 -0.592
O 1.1666 3.3004 -1.8319 -0.006
N 0.6735 1.2672 -1.0120 0.019
C -0.5630 1.1803 -1.7088 -0.079
H 2.2901 2.9747 0.7804 0.071
H 3.3638 3.0097 -0.7084 0.076
H 2.9599 1.5003 0.1407 0.062
H 0.9213 0.5520 -0.3432 -0.004
H -0.6403 0.6076 -2.6330 0.085
H -0.9766 2.1426 -2.0102 0.082
H -1.2627 0.8672 -0.9339 0.067
C -1.0191 0.8314 2.6611 -0.267
S -0.3747 1.0535 4.3879 0.810
O -0.7753 -0.1515 5.1997 -0.591
C 1.3962 0.6830 4.0044 -0.256
H -2.1018 0.7064 2.6496 0.044
H -0.5789 -0.0812 2.2592 -0.001
H -0.7658 1.6901 2.0394 0.041
H 1.6038 -0.3564 3.7499 0.047
H 1.8898 0.9040 4.9508 0.031
H 1.7658 1.3728 3.2457 0.036

***

2.
22
Properties=species:S:1:pos:R:3:lowdin_charge:R:1 method="wB97M-V/def2-TZVPD" energy_ha=-403.70453 e_above_lowest_kj_mol=217.2 multiplicity=1 smiles=CN(C)C.O.O.O fmax_ev_per_a=6.235
C -1.9125 1.4519 0.5344 -0.119
N -0.8426 1.8349 -0.3948 -0.355
C -0.2109 3.1279 -0.0781 -0.107
C -1.2266 1.6031 -1.7478 -0.115
H -1.6827 1.7648 1.6103 0.098
H -2.9850 1.8161 0.2761 0.107
H -1.9542 0.3680 0.5869 0.069
H 0.5071 3.3201 -0.8651 0.073
H 0.1760 3.0642 1.0650 0.131
H -0.7848 4.0303 -0.1697 0.059
H -0.6355 2.0537 -2.4426 0.050
H -1.1839 0.5023 -1.9285 0.108
H -2.2025 1.8627 -2.0597 0.067
O -0.4417 -5.6991 2.2284 -0.029
H -0.1493 -6.5540 2.6476 0.075
H -0.2473 -5.6269 1.3659 -0.046
O 1.7192 0.3718 0.5629 -0.106
H 2.0797 1.3036 0.6927 0.078
H 0.7678 0.6362 0.3692 0.043
O 2.5011 -1.6050 -1.3743 -0.109
H 2.3422 -0.8786 -0.6726 0.024
H 1.7212 -2.1470 -1.2972 0.004

***

3.
38
Properties=species:S:1:pos:R:3:lowdin_charge:R:1 method="wB97M-V/def2-TZVPD" total_charge=-1 energy_ha=-2319.46308 e_above_lowest_kj_mol=39.7 multiplicity=1 fmax_ev_per_a=2.218
O 1.3494 2.9381 2.0754 -0.371
V 2.4059 1.8698 1.6720 0.642
O 2.0988 0.4501 2.3775 -0.423
N 3.5699 2.7991 -1.3404 -0.553
O 2.8220 2.2550 -0.4240 -0.191
O 3.2180 2.6333 -2.5058 -0.002
O 4.6053 3.3919 -1.0260 0.002
Cl 4.4841 2.7937 2.4231 -0.085
C 1.6547 -0.9154 -0.9464 -0.023
C 0.1124 -0.9299 -0.9270 -0.500
C -0.2808 -2.3515 -0.5397 -0.155
C -1.6972 -2.4645 0.0399 -0.161
C -1.7078 -1.5230 1.2267 -0.156
C -1.5587 -0.0669 0.8558 -0.530
N -0.3509 0.0156 0.0493 -0.120
O 0.3113 1.2334 0.0246 -0.045
C -2.7350 0.4432 0.0443 -0.033
C -1.4093 0.7215 2.1395 -0.025
C -0.4259 -0.6407 -2.3620 -0.014
H 2.0470 -1.8545 -1.3369 0.086
H 1.9941 -0.7680 0.0797 0.071
H 2.0421 -0.0949 -1.5509 0.072
H -0.2355 -2.9288 -1.4724 0.114
H 0.4824 -2.7871 0.1090 0.119
H -1.9532 -3.4842 0.3094 0.108
H -2.3404 -2.0530 -0.7435 0.096
H -0.9280 -1.8006 1.9433 0.127
H -2.6132 -1.6526 1.8445 0.124
H -3.7146 0.3843 0.5408 0.085
H -2.5789 1.4879 -0.2480 0.088
H -2.8895 -0.0959 -0.8947 0.066
H -0.7020 0.3014 2.8591 0.087
H -0.9348 1.6864 1.9257 0.071
H -2.3820 0.8359 2.6177 0.086
H -1.1350 -1.4004 -2.6832 0.069
H 0.3975 -0.5076 -3.0635 0.077
H -0.9355 0.3306 -2.3964 0.074
H -0.0865 1.7482 -0.6966 0.123

***

4.
13
Properties=species:S:1:pos:R:3:lowdin_charge:R:1 method="wB97M-V/def2-TZVPD" energy_ha=-357.67171 e_above_lowest_kj_mol=264.9 multiplicity=1 fmax_ev_per_a=1.770
C 1.0530 -0.2068 0.5351 -0.289
C -1.1003 0.5163 -0.0051 -0.475
N -2.3179 0.7518 -0.4420 0.037
C 0.2335 -1.3339 -0.0465 0.023
C 0.0912 0.9551 0.5289 -0.033
N -0.9427 -0.8904 -0.2911 0.124
C 2.2001 0.0385 -0.3373 -0.194
N 3.1075 0.2613 -1.0056 0.161
H 1.4355 -0.4867 1.5263 0.156
H -1.9851 -0.8893 -0.7655 0.215
H -2.6973 1.6768 -0.2963 0.039
H 0.5698 -2.3396 -0.2449 0.143
H 0.3526 1.9468 0.8440 0.094